ORCA calculation (wB97M-V/def2-TZVPD) on C5H10NdO3 as an isolated structure at a distorted geometry.

Structure (XYZ):
```
19
Properties=species:S:1:pos:R:3:forces:R:3
H 3.7589 -0.2059 0.2019 -0.28 0.21 -0.12
C -0.6676 -0.7208 0.5684 -0.61 -0.29 0.37
H 1.7257 -0.8944 1.3415 -0.01 0.01 -0.27
H -1.0445 -1.6779 0.1701 0.04 0.23 0.18
O 0.4680 -0.3144 -0.1842 0.09 0.49 -0.24
C 1.7217 -0.8358 0.2391 0.19 -0.22 0.37
C -2.5620 0.3392 -0.8756 1.63 0.52 -0.12
O -1.1422 1.6133 0.7387 -0.60 -0.51 0.14
H -3.0410 -0.6385 -1.0309 0.14 0.29 0.19
C 2.7943 0.1446 -0.2207 0.60 -1.03 -0.31
C -1.7155 0.3915 0.4850 -3.07 -1.11 -0.91
O 2.4810 1.4369 0.1635 2.04 -0.97 0.39
H -0.3707 -0.8567 1.6221 -0.04 0.02 -0.27
H -3.3139 1.1409 -0.8727 0.22 -0.30 0.14
Nd 0.6838 2.2613 -0.2068 -2.01 1.78 -0.63
H -2.6704 0.0868 1.0733 1.97 0.54 0.72
H 2.8945 0.0483 -1.3255 -0.02 0.15 0.38
H -1.8751 0.5300 -1.7169 -0.31 -0.08 -0.08
H 1.8751 -1.8485 -0.1702 0.02 0.27 0.08
```
Positions in Å, forces in eV/Å.

Its spin multiplicity is 5. The calculation puts the total energy at -26764.746 eV. The maximum force is 3.4 eV/A. The calculation puts the HOMO-LUMO gap (spin up / spin down) at 5.63 / 9.21 eV. Its net charge is 0.